Record 1
C9H14O | wB97M-V/def2-TZVPD

The SMILES is CCc1ccccc1.CO. The total energy is -426.54258 a.u. The value obtained for the HOMO energy is -9.09 eV. Its energy relative to the best compared isomer or geometry (same formula, charge and spin) is 79.30 kJ/mol.

Element x y z (Å)
C 0.9418 1.4631 0.5275
C 2.3696 1.3252 1.0339
C 0.5018 0.3738 -0.4467
C -0.7425 0.3788 -1.0704
C 1.4201 -0.5996 -0.8603
C -1.1073 -0.5213 -2.0554
C 1.0668 -1.4358 -1.9227
C -0.1850 -1.4704 -2.4984
H 0.3182 1.4529 1.4088
H 0.7647 2.4207 0.0280
H 2.5295 2.0201 1.8560
H -1.3988 1.2299 -0.8934
H 2.4670 -0.5767 -0.6096
H -2.1283 -0.5028 -2.4178
H 1.8510 -2.0804 -2.3138
H -0.3585 -2.0821 -3.3715
H 3.2114 1.2775 0.3545
H 2.4117 0.4009 1.5738
C -2.4276 0.0593 3.1016
O -1.3494 -0.2319 2.2056
H -1.6105 -0.0443 1.2895
H -3.0945 0.7912 2.6655
H -3.0135 -0.8476 3.2718
H -1.9739 0.3985 4.0266

Löwdin atomic charge list, values in e, 6 entries:
1 C -0.198
2 C -0.115
3 C -0.223
4 C -0.086
5 C -0.032
6 C -0.086

Record 2
C9H14O | wB97M-V/def2-TZVPD

The SMILES is Cc1ccc(O)cc1.CC. The total energy is -426.56092 a.u. The value obtained for the HOMO energy is -8.43 eV. Its energy relative to the best compared isomer or geometry (same formula, charge and spin) is 31.15 kJ/mol.

Element x y z (Å)
C -1.2040 -2.3177 -3.1294
C 0.1735 -2.8677 -2.7176
H -1.3292 -2.5949 -4.1781
H -1.9757 -2.5258 -2.3955
H -1.1365 -1.2234 -3.1210
H 0.1230 -3.9116 -2.4114
H 0.5788 -2.2884 -1.8845
H 0.8805 -2.7112 -3.5254
C 1.7050 -0.4727 2.4527
C -0.7632 2.6269 0.7573
C 0.5610 2.8841 1.0864
C -1.2917 1.3723 1.0103
C 1.3433 1.8598 1.5794
C -0.5123 0.3713 1.5701
C 0.8153 0.6140 1.8999
O -1.4908 3.6580 0.2338
H -2.2574 3.2927 -0.2216
H 0.9468 3.8877 0.9276
H -2.3134 1.1519 0.6965
H 2.3834 2.0605 1.7932
H -0.9756 -0.5877 1.7514
H 1.8981 -0.2797 3.5129
H 2.6356 -0.5590 1.8998
H 1.2056 -1.4395 2.4133

Löwdin atomic charge list, values in e, 6 entries:
1 C -0.170
2 C -0.176
3 H 0.061
4 H 0.058
5 H 0.057
6 H 0.058